Entry 1:
C29H51BBr2F10O15SSi2 as an isolated structure in a non-equilibrium geometry. Source: the Open Molecules 2025 dataset; level of theory: ωB97M-V/def2-TZVPD.

Structure (XYZ):
```
111
C29H51BBr2F10O15SSi2 (ωB97M-V/def2-TZVPD)
Br -1.47808 -2.26453 5.80028
Br -2.92943 -0.28883 3.62733
S 1.58356 3.61152 1.31258
Si 0.10280 0.34036 2.78509
Si -0.09719 2.30959 0.70253
F -5.39195 -2.02228 -6.18397
F -6.27873 -2.16378 -4.22975
F 2.98401 2.87601 0.97294
F 4.49034 2.82821 6.80284
F 4.28121 4.34329 8.32348
F 6.24470 3.73019 7.68612
F -4.62089 -3.44297 -4.76192
F -1.92251 -4.10529 -9.87400
F -0.25829 -5.47418 -9.80000
F 0.02966 -3.40795 -9.26344
O -0.25205 1.67348 3.74189
O 1.49602 4.73014 0.37273
O 1.52684 4.06720 2.68811
O -1.90604 4.08239 2.21032
O 0.07027 0.67947 1.13590
O -7.35622 -3.81762 -6.75560
O 5.93180 4.82500 5.28502
O -2.95034 2.62911 0.52847
O -1.23797 -5.88241 -7.29866
O 4.18326 5.94690 6.12378
O 1.70254 0.20869 -3.62510
O -6.81284 -4.93026 -4.88009
O -1.43069 -3.65551 -7.06671
O 1.32087 -2.00645 -3.69788
O 3.51636 -0.01842 1.41054
C 1.92519 -1.03696 -4.06637
C 1.26241 1.62794 -1.74474
C -0.43999 2.65918 5.97667
C -0.60472 -3.99454 -4.80241
C 1.88581 -0.18313 3.17615
C 6.71958 7.00731 4.54783
C -0.15841 1.41608 5.13440
C -4.20075 3.27663 0.85406
C 0.99327 0.24113 -2.36453
C 3.04115 -1.17690 -5.10225
C -7.13456 -6.94801 -6.20306
C 4.99958 3.97921 7.26570
C 2.58508 -0.90784 1.98146
C 4.76406 -1.03812 -0.37589
C -1.09906 -3.55030 3.32895
C -0.02241 2.32305 -1.18751
C -6.73327 -3.92293 -5.74373
C -1.82005 -3.81960 -5.68895
C 0.60889 3.78070 5.81990
C 4.97396 5.05488 6.17726
C -5.74258 -2.87671 -5.22843
C -1.17360 -1.03631 3.09117
C -0.82200 -4.43740 -9.18641
C 4.76904 -0.61352 1.11613
C -7.74411 -5.97332 -5.21729
C -1.17458 -4.77252 -7.73521
C 5.98318 5.73792 4.17423
C -0.68243 -2.21594 4.00432
C -4.80288 2.81098 2.18066
B -1.86047 3.09392 1.22437
H -0.89780 -4.03722 -3.75406
H 1.63086 2.25309 -2.56628
H 0.37684 4.34663 4.91504
H 3.63766 -2.05751 -4.85963
H 4.71100 -0.11474 -0.95731
H 1.94898 -0.72838 4.12419
H -0.07020 -4.91310 -5.04972
H 0.83263 1.03627 5.43456
H 0.09168 -3.17057 -4.93901
H -4.88620 3.00075 0.04564
H -4.12192 2.88242 3.03051
H -4.10337 4.36562 0.81084
H 6.18771 7.55373 5.32673
H 2.64373 -1.25494 -6.11384
H 5.54162 0.15340 1.24978
H 2.41570 0.76729 3.34726
H -1.91747 3.66703 3.07908
H 5.03176 -1.43891 1.78762
H -0.48465 2.38959 7.03947
H -6.91536 -6.45945 -7.15241
H -6.19470 -7.34371 -5.81643
H 0.39973 -2.25972 4.11150
H -1.38236 -1.48450 2.11296
H -0.92027 1.78100 -1.52003
H 5.65786 -1.60840 -0.64688
H 6.82249 7.65673 3.67913
H -0.68628 -3.61924 2.31446
H 6.51507 5.21534 3.38146
H -0.86899 0.63896 5.45838
H -2.51874 -4.64866 -5.58675
H -1.43128 3.06214 5.72853
H 3.69840 -0.30673 -4.99421
H 4.97838 5.94804 3.80904
H 1.80563 -1.20396 1.26343
H -8.67202 -5.54581 -5.59592
H 3.88954 -1.67195 -0.55239
H 0.48760 4.49314 6.64733
H -0.61907 -4.36079 3.89192
H -2.17930 -3.69860 3.34188
H 2.06902 1.57620 -1.00762
H -0.09948 3.33623 -1.59187
H -0.07061 0.07533 -2.55591
H -7.81704 -7.77631 -6.39041
H 1.64440 3.43569 5.85787
H -2.35112 -2.91262 -5.41462
H -5.12781 1.76903 2.08809
H -5.68630 3.40818 2.43439
H -7.97632 -6.48102 -4.28297
H 3.04681 -1.82682 2.36390
H 7.71208 6.77278 4.93483
H 1.38512 -0.56691 -1.74082
```

The charge is 0. Its multiplicity is 1. For the LUMO energy, the calculation gives 0.118 eV.

Results of the Löwdin charge analysis, in e, for atoms 1 through 4: 0.6677, 0.6887, 0.6081, 0.3649

Entry 2:
One molecule with the formula C23H20F2N4 in a non-equilibrium geometry. Source: the Open Molecules 2025 dataset; level of theory: ωB97M-V/def2-TZVPD.

Structure (XYZ):
```
49
C23H20F2N4 (ωB97M-V/def2-TZVPD)
F -3.62143 5.66381 -3.28088
F -1.38857 -5.59904 6.53753
N 0.71858 1.74008 -1.39524
N 4.81616 -0.62201 -0.40136
N 0.16666 0.06350 -0.23599
N -0.06574 -1.91927 0.88177
C 0.66609 -0.98582 0.39733
C -2.46751 5.11735 -3.31517
C 3.13633 -1.92945 0.71886
C -2.36558 3.75649 -3.64757
C -1.11841 3.24104 -3.59087
C 2.14972 -1.06096 0.20344
C -0.61175 -3.58306 3.61098
C 3.83867 0.14351 -0.90137
C 2.43991 -0.05712 -0.59711
C -2.87666 -4.84485 4.79714
C 1.18496 0.59076 -0.85181
C -1.36076 5.93634 -3.06550
C -1.81134 -3.66941 2.83729
C 4.51703 -1.65636 0.41009
C -1.46413 -1.81602 1.03566
C -0.07501 5.33412 -3.09207
C 1.60651 2.89282 -1.87399
C 0.05335 3.96516 -3.35327
C 1.39837 3.35413 -3.35466
C -2.97282 -4.12450 3.55948
C -0.53826 -4.21796 4.89552
C -1.62654 -4.83258 5.42165
C -1.97103 -3.16246 1.42306
H -3.54855 -5.50054 5.09659
H -3.33203 3.16322 -3.82403
H -0.28807 1.86951 -1.18037
H -1.81928 -1.11717 1.88179
H 2.96508 -2.78106 1.32594
H -1.91582 -1.35224 0.11444
H 1.45447 2.44818 -3.97527
H -3.05408 -3.28035 1.30010
H 2.26181 4.01035 -3.62789
H -1.37260 -3.85693 0.76710
H 4.14104 1.02957 -1.47001
H -1.10750 2.08490 -3.80231
H 5.33427 -2.27303 0.82906
H -3.83866 -4.04573 2.94293
H 2.70691 2.74284 -1.78261
H 0.39337 -4.30208 5.28687
H -1.60498 6.93461 -2.75815
H 1.28110 3.71446 -1.25320
H 0.21929 -3.17692 3.14843
H 0.76739 5.97017 -2.79239
```

Its SMILES is Fc1ccc(CC/N=C2\N=C(NCCc3ccc(F)cc3)c3cnccc32)cc1. The charge is 0. Its multiplicity is 1. For the LUMO energy, the calculation gives -0.524 eV.

Results of the Löwdin charge analysis, in e, for atoms 1 through 4: 0.1160, 0.0294, 0.0934, 0.0443

Entry 3:
One molecule with the formula C6H7N in a non-equilibrium geometry. Source: the Open Molecules 2025 dataset; level of theory: ωB97M-V/def2-TZVPD.

Structure (XYZ):
```
14
C6H7N (ωB97M-V/def2-TZVPD)
N 2.14676 0.81814 -0.47562
C -0.87198 -1.19685 0.51797
C -0.45959 0.07247 1.05404
C -1.11325 0.61377 -1.37821
C 1.12132 0.18264 -0.60104
C 0.14069 -1.28858 1.56187
C -0.22964 -0.17392 -0.44359
H -0.19496 -1.73276 2.49542
H -0.73488 0.58976 -2.35328
H 2.95066 0.64505 -0.96312
H -1.07798 1.78086 -1.03695
H -2.23747 0.35821 -1.31084
H -0.56851 0.96261 1.60656
H 1.12883 -1.63140 1.32677
```

The charge is 0. Its multiplicity is 3. For the LUMO energy (alpha / beta), the calculation gives 1.169 / -1.239 eV.

Results of the Löwdin charge analysis, in e, for atoms 1 through 4: 0.1551, 0.0255, -0.1255, -0.0430

Entry 4:
C3H7INO as an isolated structure in a non-equilibrium geometry. Source: the Open Molecules 2025 dataset; level of theory: ωB97M-V/def2-TZVPD.

Structure (XYZ):
```
13
C3H7INO (ωB97M-V/def2-TZVPD)
I -3.89882 -0.24279 -0.08295
O -2.05789 0.31129 0.68860
N 0.31462 0.02688 0.44051
C 1.58155 -0.46108 0.00152
C -1.02080 -0.29520 -0.08893
C 1.19504 0.93488 -0.25400
H 0.80103 1.20569 -1.25146
H 1.43742 -1.18832 -0.81380
H -1.04594 -1.34576 -0.06698
H 2.11546 -0.94916 0.79777
H 0.00822 0.21926 1.44837
H 1.60304 1.81745 0.30084
H -1.03292 -0.03313 -1.11948
```

The charge is +1. Its multiplicity is 1. For the LUMO energy, the calculation gives -5.073 eV.

Results of the Löwdin charge analysis, in e, for atoms 1 through 4: 1.0170, -0.6540, -0.0826, -0.0076

Entry 5:
C51H47AsBr2N6O3P2RuS2Se2 as an isolated structure in a non-equilibrium geometry. Source: the Open Molecules 2025 dataset; level of theory: ωB97M-V/def2-TZVPD.

Structure (XYZ):
```
117
C51H47AsBr2N6O3P2RuS2Se2 (ωB97M-V/def2-TZVPD)
Ru -1.07486 -0.00864 0.62553
Br 1.12774 -3.21414 -1.62627
Br -1.35806 -1.16334 -2.05577
Se 6.26364 -0.44314 0.41923
Se -0.90686 2.35096 -0.81437
As -3.55186 -3.08084 0.14103
S -3.68766 0.83526 0.36203
S -2.01996 1.67286 2.59323
P 4.91224 1.06246 -0.22737
P 1.23144 2.28946 -1.07557
O -2.45276 -2.08204 0.86073
O -4.55066 2.36646 2.21533
O 1.17794 1.20746 2.50423
N -0.07016 -1.07094 4.83373
N 1.17164 -0.19984 0.01733
N 1.92324 -1.13794 0.53263
N -0.08546 -0.69404 2.63303
N 3.16454 -0.78994 0.52993
N -1.32376 -2.49144 3.41083
C 6.25784 3.37696 0.45573
C -6.38696 -0.64614 -1.78887
C 3.25874 0.44506 0.00783
C 1.95914 0.84336 -0.32237
C 1.86814 1.80396 -5.58407
C 0.75584 0.09796 4.65563
C 5.07874 2.73916 -2.50207
C -1.72396 -5.55184 -3.43587
C 5.29384 0.36786 -2.86637
C 5.23254 2.95246 -3.86057
C -1.73986 -4.93164 -1.11897
C 1.90754 3.81196 -0.35987
C 5.10324 1.44286 -2.00297
C 2.58874 6.20836 0.83573
C 1.49474 4.08036 0.94303
C -6.39836 -2.77494 -0.01347
C -5.18766 -1.19934 -1.37387
C -7.59366 -2.21254 -0.42527
C 2.09594 0.94846 -3.35727
C 5.42344 1.88396 -4.71977
C 6.50254 4.49316 1.23073
C -5.19556 -2.25634 -0.47477
C 5.13144 2.59786 0.70573
C 5.64384 4.81766 2.26973
C 1.17934 3.14656 -3.71687
C -3.50016 1.70386 1.79183
C 1.33984 2.98386 -5.07987
C -4.23736 -3.94544 2.79773
C -3.33636 -3.96104 -2.63627
C 5.45774 0.59026 -4.22187
C -4.00716 -5.76484 1.24273
C -2.78026 -4.68644 -3.67797
C -4.44866 -6.20754 3.56203
C -2.81396 -4.08604 -1.35577
C 2.24094 0.78546 -4.72257
C 4.53954 4.02406 2.53423
C -4.23036 -6.66524 2.27243
C -0.53896 -1.54914 6.10843
C -7.58696 -1.14714 -1.31067
C -4.45836 -4.84674 3.82403
C -4.51436 3.04746 3.45953
C 2.65444 4.74356 -1.06877
C -4.00036 -4.40114 1.50553
C 0.05074 -2.24944 -2.89737
C 3.00724 5.93576 -0.45577
C 4.27704 2.90876 1.75663
C 1.57994 2.13506 -2.84987
C 0.68054 0.30366 3.14053
C -0.53096 -1.45284 3.63203
C -1.20376 -5.67634 -2.15727
C 1.82894 5.28266 1.53333
H 2.93904 4.55106 -2.09177
H -6.38746 -3.62524 0.65863
H 1.03834 3.77126 -5.75407
H 2.84494 7.15206 1.29193
H 5.22364 3.96236 -4.24617
H 5.84124 5.68596 2.87893
H -5.06386 3.97856 3.33613
H 7.37594 5.09896 1.03663
H -8.52846 -2.60864 -0.05597
H -8.51856 -0.71084 -1.63637
H 0.91014 3.34266 1.48013
H 5.33374 -0.63514 -2.46357
H 0.68674 -1.55984 -3.44507
H -3.48366 3.24846 3.76163
H 2.64544 -0.13724 -5.11227
H -1.71216 -2.55204 2.46133
H -1.30636 -6.13304 -4.24427
H -4.24726 -0.80054 -1.73937
H 2.38874 0.15316 -2.68477
H 0.72454 4.04226 -3.31527
H 5.54924 2.06086 -5.77697
H -4.61126 -6.91104 4.36493
H 1.78914 -0.07264 4.96813
H 3.41984 2.28596 1.96653
H -1.32746 -4.99964 -0.11537
H 3.58484 6.66596 -1.00167
H 0.35674 0.97466 5.17493
H -1.75866 -2.98634 4.16763
H -4.99956 2.42046 4.21103
H -4.64616 -4.49564 4.82903
H -1.60766 -1.35154 6.23043
H 6.94024 3.09666 -0.33567
H -3.18596 -4.59054 -4.67417
H -0.35826 -2.61914 6.22033
H 1.48064 5.50586 2.53133
H -6.38306 0.17556 -2.48737
H -4.23346 -7.72514 2.06903
H -0.37966 -6.34614 -1.96987
H -4.25076 -2.87364 2.97903
H 5.62894 -0.24424 -4.88507
H 3.88274 4.26236 3.35593
H -4.17546 -3.29794 -2.81327
H 1.98644 1.67486 -6.64787
H 0.00044 -1.02524 6.89223
H 4.96344 3.57516 -1.82877
H -0.43566 -2.96514 -3.55907
H -3.84316 -6.11724 0.23113
```

The charge is +1. Its multiplicity is 2. For the LUMO energy (alpha / beta), the calculation gives -4.330 / -3.001 eV.

Results of the Löwdin charge analysis, in e, for atoms 1 through 4: 0.7982, 0.7015, 0.6607, 0.2776

Number 1: molecular weight 1088.55 g mol⁻¹. Number 2: molecular weight 390.44 g mol⁻¹. Number 3: molecular weight 93.13 g mol⁻¹. Number 4: molecular weight 200.00 g mol⁻¹. Number 5: molecular weight 1411.78 g mol⁻¹.